C48H42ClN4O3SiTi as an isolated structure. Source: the Open Molecules 2025 dataset; level of theory: ωB97M-V with the def2-TZVPD basis set.

Geometry as XYZ:
```
100
Properties=species:S:1:pos:R:3:forces:R:3
Ti -1.456739 -1.872710 -0.563095 1.0 0.0 -1.3
C -1.264592 11.530556 1.677699 0.0 0.1 0.0
O -0.671374 10.562745 2.511896 0.0 0.0 0.0
C -0.788126 9.257755 2.126370 0.0 -0.1 0.0
C -0.198301 8.316677 2.963101 0.0 0.1 0.1
C -0.269967 6.972675 2.661869 -0.1 -0.2 -0.2
C -0.934969 6.518530 1.514955 0.1 0.6 0.2
C -1.510604 7.479559 0.682599 0.0 -0.3 0.0
C -1.443321 8.829835 0.977492 0.0 0.2 0.0
C -1.045343 5.110501 1.179399 -0.1 -0.7 -0.2
N -1.653970 4.634637 0.119635 0.0 0.6 0.1
C -1.525403 3.273064 0.182548 0.1 -0.5 0.1
C -0.811536 2.901973 1.332520 -0.2 0.1 -0.3
N -0.514827 4.097337 1.953186 0.0 0.2 0.0
C -0.519977 1.584230 1.685350 -0.2 -0.3 -0.3
C 0.211658 1.135450 2.828816 0.2 0.1 0.3
C 0.368868 -0.231267 3.017800 -0.2 0.0 -0.2
C -0.162372 -1.131167 2.113142 0.1 -0.2 0.4
N -0.835576 -0.723465 0.995851 0.1 1.0 0.1
C -1.004734 0.606928 0.780626 0.2 0.4 0.5
C -1.689329 0.953914 -0.408618 -0.2 0.5 -0.3
N -2.050711 -0.108548 -1.244908 0.1 0.3 0.4
C -2.740422 0.210492 -2.390447 -0.2 -0.2 -0.4
C -3.063664 1.495786 -2.738484 0.1 0.2 0.3
C -2.691455 2.573768 -1.923471 -0.2 0.1 -0.4
C -1.986268 2.296267 -0.737139 0.3 -0.3 0.4
H -1.068119 12.493536 2.143104 0.0 0.0 0.0
H -2.346450 11.386357 1.595734 0.0 0.0 0.0
H -0.828610 11.522643 0.673861 0.0 0.0 0.0
H 0.313201 8.665161 3.851315 0.0 0.0 0.0
H 0.203483 6.268783 3.334955 0.0 0.0 0.0
H -2.018347 7.138822 -0.209650 0.0 0.0 0.0
H -1.905929 9.541978 0.307521 0.0 -0.1 0.0
H 0.003173 4.199247 2.804551 0.0 0.0 0.0
H 0.635996 1.849612 3.524125 0.0 0.0 0.0
H 0.909517 -0.606525 3.877784 0.0 0.0 0.0
H -0.061232 -2.201164 2.246628 0.0 0.0 0.0
H -3.021016 -0.622049 -3.021608 0.0 0.0 0.0
H -3.605634 1.667674 -3.659053 0.0 -0.1 0.0
H -2.926426 3.598715 -2.172933 0.0 0.0 0.0
O 0.358198 -2.166257 -0.943551 0.1 -0.4 -0.1
Si 1.937545 -2.233728 -0.718693 1.1 0.1 0.2
C 2.707079 -0.503958 -0.691976 -0.3 -0.1 0.0
C 4.041165 -0.268164 -0.356766 0.0 -0.1 0.0
C 4.544252 1.022431 -0.292136 0.0 0.0 0.0
C 3.715252 2.105109 -0.558892 0.0 0.0 0.0
C 2.397504 1.890881 -0.934334 0.0 0.1 0.0
C 1.909594 0.593944 -1.011108 0.0 -0.1 0.0
C 2.843588 -3.112592 -2.132827 -0.2 0.0 0.2
C 2.381209 -3.012218 -3.445999 0.1 0.1 0.0
C 3.074810 -3.586965 -4.500338 0.0 0.0 0.0
C 4.262138 -4.265621 -4.260219 0.0 0.0 0.0
C 4.744396 -4.369760 -2.963515 0.0 0.0 -0.1
C 4.036557 -3.801333 -1.913165 0.0 0.0 0.0
C 2.410513 -3.126340 0.884511 0.0 0.1 -0.2
C 2.827195 -2.441141 2.026636 0.1 0.1 0.0
C 3.077164 -3.111877 3.215536 0.0 0.0 0.1
C 2.917944 -4.489294 3.284556 0.0 0.0 0.0
C 2.522975 -5.193887 2.155760 0.0 0.0 0.1
C 2.275971 -4.513499 0.972367 -0.1 0.0 -0.1
H 4.695273 -1.109553 -0.146010 0.0 0.0 0.1
H 5.583203 1.189951 -0.032263 0.0 0.0 0.0
H 4.099571 3.115521 -0.481696 0.0 0.0 0.0
H 1.749071 2.729873 -1.159335 0.0 0.0 0.0
H 0.892561 0.418236 -1.334301 -0.2 0.1 0.1
H 1.460196 -2.469512 -3.637303 0.1 0.0 0.0
H 2.694940 -3.507011 -5.512062 0.0 0.0 0.0
H 4.811374 -4.709320 -5.081975 0.0 0.0 0.0
H 5.672303 -4.895685 -2.771801 0.0 0.0 0.0
H 4.414230 -3.899721 -0.900430 0.0 0.0 0.0
H 2.951055 -1.364491 1.986136 0.0 0.0 0.0
H 3.389318 -2.560553 4.095054 0.0 0.0 0.0
H 3.100992 -5.012583 4.215645 0.0 0.0 0.0
H 2.401404 -6.269340 2.200183 0.0 0.0 0.0
H 1.966505 -5.068438 0.095214 -0.1 -0.1 0.0
C -5.013871 -2.408615 -0.199600 0.3 -0.2 0.1
C -3.986198 -2.329411 0.932633 -0.7 0.2 0.3
C -4.062658 -0.959787 1.611489 0.3 -0.2 0.0
O -2.705253 -2.584217 0.433671 -1.0 -1.1 0.8
H -6.021618 -2.247339 0.184748 0.0 0.1 0.0
H -4.977285 -3.390150 -0.675495 0.0 0.0 0.0
H -4.777151 -1.649063 -0.948323 -0.1 0.0 0.0
H -4.227698 -3.098033 1.680613 0.1 0.0 -0.1
H -3.744374 -0.188764 0.908443 -0.1 0.1 0.0
H -3.406332 -0.924228 2.482058 0.0 0.0 0.0
H -5.084870 -0.752559 1.931586 0.0 0.0 0.0
Cl 0.452962 -8.210143 -0.524366 0.0 -0.1 0.0
C -0.291997 -6.744937 -1.116868 -0.1 0.1 0.0
C 0.354439 -5.979183 -2.072475 0.1 -0.1 0.0
C -0.218043 -4.794467 -2.494729 -0.1 0.2 0.0
C -1.434372 -4.318604 -1.976497 -0.1 -0.7 -0.2
C -1.985711 -3.015392 -2.356302 -0.3 0.3 -0.2
C -2.092111 -5.170734 -1.069557 0.0 0.2 -0.1
C -1.528333 -6.356200 -0.630207 0.1 -0.1 0.0
H 1.300525 -6.306596 -2.486244 0.0 0.0 0.0
H 0.292351 -4.212727 -3.250334 -0.1 -0.1 0.1
H -3.076988 -3.034557 -2.411898 0.0 0.0 -0.1
H -1.551229 -2.632351 -3.280850 0.0 0.0 0.0
H -3.067526 -4.885169 -0.698376 0.0 0.0 0.1
H -2.044255 -6.988194 0.080954 0.0 0.0 0.0
```
Positions in Å, forces in eV/Å.

Summary:
Energy relative to the best compared isomer or geometry (same formula, charge and spin) (kcal/mol): 3.6
LUMO (alpha / beta) (eV): 2.16 / 2.16
Net charge: -1
Calculated total energy (eV): -106083.094
HOMO energy (alpha / beta) (eV): -1.8864 / -4.6554
Multiplicity: 3
<S²>: 2.04

=====

One molecule with the formula C6H4O. Source: the Open Molecules 2025 dataset; level of theory: ωB97M-V with the def2-TZVPD basis set.

Geometry as XYZ:
```
11
Properties=species:S:1:pos:R:3:forces:R:3
C 2.796823 -0.891139 0.754829 -0.3 0.4 0.0
C 2.110541 0.095441 0.672906 0.4 -0.5 0.1
C 1.221790 1.250889 0.565461 0.1 0.3 0.1
O 1.537887 2.361995 0.930819 -0.1 -0.5 -0.2
C -0.067232 0.882729 0.009944 -0.5 -0.3 -0.2
C -1.081130 0.350929 -0.372525 0.5 0.1 0.2
C -2.258082 -0.409832 -0.774070 -0.1 0.0 0.0
H 3.411385 -1.761660 0.831510 -0.1 0.2 0.0
H -3.180060 0.168852 -0.681606 0.1 0.0 0.0
H -2.331221 -1.291558 -0.129952 -0.1 0.1 -0.1
H -2.160698 -0.756648 -1.807318 0.0 0.1 0.1
```
Positions in Å, forces in eV/Å.

Summary:
Energy relative to the best compared isomer or geometry (same formula, charge and spin) (kcal/mol): 54.0
LUMO (eV): -0.25
Net charge: 0
Calculated total energy (eV): -8330.100
HOMO energy (eV): -10.2491
Multiplicity: 1

=====

An isolated ion of composition C13H14N2O2 and charge +2. Source: the Open Molecules 2025 dataset; level of theory: ωB97M-V with the def2-TZVPD basis set.

Geometry as XYZ:
```
31
Properties=species:S:1:pos:R:3:forces:R:3
C 3.604671 -2.185005 0.242079 -1.0 0.2 0.6
C 4.429334 -0.871588 0.104858 1.0 -1.0 -0.7
O 5.383292 -0.827881 -0.609661 -0.7 0.1 0.4
O 4.065358 0.348526 0.784803 -1.3 -0.4 -1.4
C 3.464025 1.261042 -0.143540 1.5 -0.2 0.7
N 1.975479 1.054811 -0.092599 -2.4 -0.3 -0.6
C 1.147831 1.757359 0.744990 -1.9 0.2 0.6
C -0.299711 1.546217 0.828625 1.5 -2.2 -2.2
C -0.863237 0.509524 -0.060350 0.9 0.3 0.1
C -2.381249 0.193088 -0.006568 -1.3 -0.4 0.0
C -3.154799 -0.063250 -1.227552 -1.3 -0.1 2.5
C -4.592756 -0.319815 -1.084907 2.6 0.4 -0.1
N -5.198786 -0.353576 0.154224 1.9 0.4 -1.1
C -4.488280 -0.141945 1.314934 1.3 0.4 0.3
C -3.070203 0.137264 1.301085 -0.7 -0.1 -2.6
C 0.020749 -0.215932 -0.989183 1.2 1.9 1.6
C 1.432912 0.103226 -0.952358 -1.4 -0.2 0.3
H 2.991175 -2.346319 -0.693272 0.8 0.3 0.8
H 2.865782 -2.173817 1.089147 0.8 0.1 -0.7
H 4.247502 -3.096205 0.350433 -0.3 1.1 -0.1
H 3.770928 2.285841 0.177478 -0.8 -0.8 -0.3
H 3.794939 1.078381 -1.199597 -0.3 0.2 1.0
H 1.564286 2.550172 1.419393 0.0 -1.0 -0.9
H -0.969709 2.113502 1.512139 1.0 -0.3 -0.6
H -2.691559 -0.067396 -2.237710 -0.5 0.1 0.9
H -5.156148 -0.484366 -2.034364 0.0 0.1 1.3
H -6.211535 -0.524156 0.146611 0.5 0.1 0.4
H -5.055895 -0.176745 2.279764 0.5 0.0 -1.2
H -2.454308 0.340752 2.208533 -1.1 -0.4 -0.7
H -0.321970 -0.988935 -1.712087 0.2 0.7 0.8
H 2.151884 -0.442773 -1.615347 -0.8 0.8 0.7
```
Positions in Å, forces in eV/Å.

Summary:
LUMO (eV): -8.62
Net charge: +2
Calculated total energy (eV): -20765.372
HOMO energy (eV): -16.1299
Multiplicity: 1

=====

no.,largest force on an atom (eV Å⁻¹)
1,1.69
2,0.64
3,3.48